{"formula": "C33H41Cl2N3NiOPS2", "method": "ωB97M-V with the def2-TZVPD basis set", "e_above_lowest_ev": 0.0000, "total_energy_ev": -138448.6565, "gap_ev": [8.464, 7.355], "max_force_ev_per_a": 0.5, "total_charge": 1, "spin_multiplicity": 3, "species": ["Ni", "S", "C", "N", "C", "C", "C", "C", "C", "C", "S", "H", "H", "H", "H", "C", "N", "N", "C", "O", "C", "C", "C", "C", "C", "C", "C", "C", "C", "H", "H", "H", "H", "H", "H", "H", "H", "H", "H", "H", "H", "C", "C", "C", "C", "P", "C", "C", "C", "C", "C", "C", "C", "C", "C", "C", "H", "H", "H", "H", "H", "H", "H", "H", "H", "H", "H", "H", "H", "H", "H", "H", "H", "H", "H", "H", "H", "H", "H", "Cl", "C", "Cl", "H", "H"], "xyz": [[0.5873, 0.6077, 0.3466], [1.7161, 0.0509, 2.4121], [2.6441, 1.3065, 1.6998], [2.2473, 1.7714, 0.5332], [3.0901, 2.7592, 0.0491], [2.9715, 3.4258, -1.1673], [3.9242, 4.3691, -1.4934], [4.9888, 4.6506, -0.6322], [5.1213, 3.9878, 0.5721], [4.1634, 3.0367, 0.9027], [4.0829, 2.0273, 2.3192], [2.1481, 3.2172, -1.8334], [3.8477, 4.8989, -2.4310], [5.7195, 5.3949, -0.9111], [5.9459, 4.1997, 1.2353], [-4.8772, -0.6186, 3.7237], [-4.1247, -0.6063, 2.4825], [-3.0217, 0.2029, 2.3495], [-2.2514, -0.2515, 1.3070], [-1.2585, 0.4173, 0.9171], [-2.8713, -1.4363, 0.8407], [-3.9990, -1.6205, 1.6026], [-4.9700, -2.7440, 1.5951], [-2.9753, 1.5243, 2.8841], [-4.0526, 2.3777, 2.7043], [-3.9775, 3.6665, 3.2086], [-2.8288, 4.0926, 3.8585], [-1.7550, 3.2279, 4.0204], [-1.8249, 1.9297, 3.5408], [-4.5807, 0.2502, 4.3071], [-4.6650, -1.5231, 4.2944], [-5.9416, -0.5496, 3.5081], [-2.5206, -2.0673, 0.0485], [-4.7408, -3.4221, 0.7775], [-5.9915, -2.3863, 1.4721], [-4.9214, -3.3086, 2.5267], [-4.9346, 2.0347, 2.1818], [-4.8153, 4.3375, 3.0908], [-2.7714, 5.1008, 4.2409], [-0.8625, 3.5584, 4.5311], [-0.9969, 1.2473, 3.6639], [-1.2085, -0.5364, -2.3661], [0.2524, -0.7616, -2.7723], [0.2392, -1.7794, -3.9188], [0.8597, 0.5372, -3.3042], [1.1369, -1.1622, -1.1812], [0.4587, -2.7361, -0.5585], [0.1072, -2.8043, 0.7870], [-0.3276, -3.9928, 1.3547], [-0.4238, -5.1363, 0.5811], [-0.0680, -5.0886, -0.7608], [0.3801, -3.9048, -1.3205], [2.9529, -1.5099, -1.4201], [3.4275, -2.2753, -0.1776], [3.7482, -0.2038, -1.5140], [3.2495, -2.3534, -2.6662], [-1.7535, -0.1573, -3.2331], [-1.3318, 0.1630, -1.5365], [-1.6794, -1.4738, -2.0716], [-0.2852, -1.3214, -4.7605], [-0.3128, -2.6813, -3.6654], [1.2309, -2.0537, -4.2690], [0.2198, 0.9354, -4.0924], [1.8455, 0.3679, -3.7375], [0.9630, 1.3085, -2.5384], [0.1796, -1.9195, 1.4064], [-0.5826, -4.0189, 2.4048], [-0.7578, -6.0661, 1.0202], [-0.1271, -5.9801, -1.3690], [0.6915, -3.9123, -2.3547], [3.1412, -1.7770, 0.7486], [4.5162, -2.3210, -0.2116], [3.0470, -3.2948, -0.1583], [3.8307, 0.2818, -0.5448], [3.3304, 0.5131, -2.2196], [4.7556, -0.4482, -1.8505], [2.6426, -3.2537, -2.7304], [4.2928, -2.6682, -2.6191], [3.1278, -1.7784, -3.5829], [-0.4306, 2.9520, -0.5814], [-1.4354, 3.1854, -2.0463], [-0.5362, 3.9724, -3.3313], [-2.2690, 3.8134, -1.7458], [-1.7653, 2.2032, -2.3718]], "atomic_forces_ev_per_a": [[0.32, -0.39, 0.15], [-0.02, 0.06, -0.01], [-0.16, -0.15, 0.05], [-0.04, 0.05, 0.19], [0.05, 0.01, -0.07], [0.06, 0.05, 0.05], [0.08, 0.01, 0.05], [-0.03, 0.01, -0.03], [-0.08, -0.04, -0.02], [0.05, 0.10, -0.09], [0.00, -0.02, -0.01], [-0.05, -0.03, -0.03], [-0.01, 0.04, -0.07], [0.04, 0.04, -0.03], [0.07, 0.02, 0.05], [-0.03, 0.01, 0.07], [-0.03, 0.06, -0.11], [0.29, 0.00, -0.11], [-0.07, 0.10, 0.15], [-0.19, -0.12, -0.12], [-0.05, 0.11, 0.13], [0.01, -0.07, -0.01], [-0.02, -0.06, -0.05], [0.04, -0.10, -0.05], [0.04, 0.06, 0.06], [-0.01, -0.03, 0.01], [0.04, -0.02, 0.01], [-0.03, 0.02, -0.02], [-0.05, 0.09, 0.02], [-0.07, -0.07, 0.00], [-0.02, 0.02, 0.02], [-0.01, -0.04, 0.05], [0.03, -0.06, -0.08], [0.00, 0.00, -0.01], [-0.03, 0.02, 0.01], [0.00, -0.01, 0.05], [-0.05, -0.02, -0.05], [-0.05, 0.05, -0.02], [0.00, 0.06, 0.04], [0.05, 0.03, 0.02], [0.05, -0.07, -0.02], [-0.08, 0.06, -0.03], [-0.01, -0.08, -0.07], [0.03, -0.04, 0.01], [0.04, 0.10, -0.04], [-0.09, 0.08, 0.15], [0.07, -0.01, 0.01], [-0.06, 0.08, 0.06], [0.01, 0.01, 0.00], [0.01, -0.02, -0.03], [-0.03, -0.02, 0.07], [0.04, 0.01, -0.13], [0.03, -0.13, -0.13], [0.02, 0.01, -0.06], [0.00, 0.03, 0.03], [0.03, 0.09, 0.05], [-0.06, 0.03, -0.04], [0.05, 0.03, -0.03], [-0.01, -0.06, 0.02], [-0.01, 0.03, -0.03], [0.00, -0.03, 0.05], [-0.05, 0.00, 0.03], [-0.04, 0.04, -0.07], [-0.01, -0.01, -0.03], [-0.03, 0.00, 0.06], [0.01, -0.02, -0.03], [-0.02, -0.01, 0.05], [-0.02, -0.03, 0.01], [0.01, -0.04, -0.03], [-0.06, 0.03, 0.01], [-0.03, 0.03, 0.04], [0.08, -0.02, 0.02], [-0.03, -0.05, 0.01], [-0.01, -0.03, -0.01], [0.01, 0.00, 0.00], [0.10, 0.01, -0.01], [-0.01, -0.03, 0.02], [0.06, -0.01, 0.00], [0.01, 0.02, -0.01], [-0.13, 0.25, -0.20], [-0.08, -0.08, 0.26], [0.00, 0.00, -0.03], [0.07, -0.04, -0.10], [0.03, 0.11, -0.03]], "lowdin_charge": [0.328, 0.636, -1.107, -0.118, -0.329, -0.040, -0.067, -0.076, -0.078, -0.459, 1.078, 0.063, 0.108, 0.108, 0.112, 0.024, -0.057, 0.061, -0.368, -0.150, 0.071, -0.244, 0.005, -0.208, -0.018, -0.065, -0.068, -0.053, -0.001, 0.095, 0.102, 0.103, 0.106, 0.091, 0.095, 0.092, 0.121, 0.110, 0.109, 0.112, 0.102, -0.102, -0.666, -0.073, -0.104, 1.146, -0.340, -0.125, -0.067, -0.067, -0.062, -0.086, -0.658, -0.082, -0.075, -0.076, 0.097, 0.037, 0.077, 0.095, 0.072, 0.065, 0.086, 0.081, 0.030, 0.039, 0.111, 0.109, 0.111, 0.084, 0.045, 0.097, 0.085, 0.064, 0.064, 0.098, 0.068, 0.095, 0.074, 0.644, -0.935, 0.573, 0.036, 0.009]}